(1)
ORCA calculation (ωB97M-V/def2-TZVPD) on a gas-phase ion, C3H8ClN2 (charge +1).

Output
SMILES: CN/C(Cl)=[NH+]/C
charge: +1
HOMO energy: -14.9103 eV
relative energy (zero: lowest compared OMol25 entry of this formula, charge and spin): 0.00 kcal per mole

```
14
Properties=species:S:1:pos:R:3:nbo_charge:R:1
C 1.416 -1.581 0.146 -0.443
N -0.018 -1.508 -0.040 -0.508
C -0.724 -0.408 -0.121 0.467
Cl -2.374 -0.455 -0.420 0.184
N -0.081 0.885 -0.079 -0.550
C -0.846 2.105 -0.036 -0.431
H 1.721 -1.057 1.053 0.226
H 1.699 -2.626 0.244 0.256
H 1.943 -1.153 -0.708 0.233
H -0.506 -2.386 -0.178 0.446
H 0.879 0.895 0.227 0.425
H -1.335 2.280 -0.995 0.228
H -0.167 2.929 0.164 0.244
H -1.606 2.078 0.745 0.222
```

=====

(2)
ORCA calculation (ωB97M-V/def2-TZVPD) on 3 unconnected molecules or ions with the total composition C28H53NO9P.

Output
charge: +1
HOMO energy: -10.5102 eV
relative energy (zero: lowest compared OMol25 entry of this formula, charge and spin): 56.34 kcal per mole

```
92
Properties=species:S:1:pos:R:3:lowdin_charge:R:1
C 5.531 4.816 -3.087 -0.059
C 4.348 3.908 -2.590 -0.230
C 4.525 2.679 -1.816 -0.025
C 3.323 1.967 -1.402 -0.062
C 1.964 2.418 -1.739 -0.040
C 1.775 3.636 -2.513 -0.179
C 0.410 4.270 -2.916 -0.097
C -0.587 3.301 -3.646 -0.176
C -1.261 2.118 -2.870 -0.084
N -2.175 2.736 -1.870 0.160
C -2.564 3.877 -2.352 -0.127
C -3.503 4.861 -1.584 -0.059
C -2.625 5.409 -0.346 -0.138
C -2.533 6.991 -0.330 -0.236
O -1.795 7.345 0.853 -0.078
C -1.942 4.187 -3.782 -0.492
O -1.822 5.627 -3.716 -0.092
P -3.024 3.900 -5.324 0.938
C -1.859 3.760 -6.810 -0.239
O -3.824 5.357 -5.586 -0.310
C 3.004 4.351 -2.920 -0.007
H 6.157 5.142 -2.221 0.084
H 6.176 4.183 -3.748 0.084
H 5.144 5.677 -3.696 0.078
H 5.556 2.362 -1.547 0.115
H 3.484 1.037 -0.800 0.099
H 1.093 1.840 -1.366 0.076
H 0.651 5.092 -3.648 0.123
H -0.034 4.773 -2.016 0.121
H -0.326 2.892 -4.651 0.138
H -0.633 1.355 -2.351 0.123
H -1.935 1.496 -3.531 0.145
H -2.452 2.384 -0.949 0.198
H -4.357 4.275 -1.151 0.136
H -3.819 5.703 -2.240 0.116
H -1.562 5.053 -0.483 0.099
H -2.976 5.004 0.633 0.125
H -3.546 7.462 -0.286 0.133
H -1.929 7.335 -1.213 0.127
H -0.856 7.418 0.613 0.095
H -1.275 5.921 -4.470 0.120
H -0.800 3.912 -6.467 0.036
H -1.987 2.778 -7.320 0.049
H -2.078 4.615 -7.509 0.061
H -4.194 5.732 -4.769 0.052
H 2.871 5.299 -3.491 0.105
C 1.941 0.341 1.920 -0.123
O 2.779 -0.790 2.003 -0.207
C 3.891 -0.572 2.866 -0.193
C 4.511 -1.897 3.276 -0.176
O 3.813 -2.534 4.341 -0.128
C 2.572 -3.142 3.994 -0.176
C 2.738 -4.436 3.215 -0.198
O 2.971 -4.158 1.839 -0.216
C 3.513 -5.270 1.156 -0.107
H 2.496 1.205 1.537 0.075
H 1.125 0.110 1.234 0.080
H 1.513 0.572 2.902 0.091
H 3.573 -0.024 3.761 0.131
H 4.629 0.026 2.317 0.125
H 5.510 -1.691 3.670 0.129
H 4.634 -2.569 2.425 0.122
H 1.918 -2.437 3.477 0.118
H 2.095 -3.384 4.947 0.129
H 1.816 -5.028 3.285 0.120
H 3.573 -5.012 3.632 0.132
H 4.493 -5.531 1.570 0.090
H 3.645 -4.994 0.110 0.088
H 2.838 -6.130 1.216 0.086
C -5.735 -6.123 3.992 -0.111
O -4.382 -5.799 3.740 -0.207
C -3.510 -6.358 4.714 -0.200
C -2.081 -6.375 4.199 -0.180
O -1.810 -7.475 3.333 -0.132
C -2.355 -7.382 2.019 -0.175
C -1.612 -6.394 1.135 -0.197
O -2.053 -5.067 1.396 -0.203
C -1.145 -4.104 0.908 -0.108
H -6.047 -5.748 4.972 0.088
H -6.344 -5.652 3.221 0.087
H -5.885 -7.206 3.937 0.089
H -3.822 -7.380 4.960 0.130
H -3.568 -5.734 5.614 0.127
H -1.417 -6.517 5.056 0.126
H -1.805 -5.427 3.732 0.119
H -3.426 -7.176 2.049 0.122
H -2.231 -8.378 1.587 0.128
H -1.823 -6.615 0.081 0.126
H -0.534 -6.478 1.317 0.125
H -0.180 -4.198 1.418 0.078
H -1.551 -3.114 1.122 0.084
H -1.013 -4.209 -0.174 0.087
```

=====

(3)
ORCA calculation (ωB97M-V/def2-TZVPD) on 2 unconnected molecules or ions with the total composition C3H10NOS2.

Output
charge: -1
HOMO energy: -2.7979 eV
relative energy (zero: lowest compared OMol25 entry of this formula, charge and spin): 54.63 kcal per mole

```
17
Properties=species:S:1:pos:R:3:nbo_charge:R:1
C 0.851 1.276 0.341 -0.027
O -0.420 1.749 0.384 -0.944
C 0.947 -0.056 1.096 -0.239
N 2.249 -0.658 0.904 -0.860
H 1.238 1.032 -0.674 0.062
H 1.617 1.956 0.777 0.106
H 0.900 0.201 2.170 0.157
H 0.101 -0.743 0.882 0.157
H 2.436 -1.399 1.565 0.335
H 2.369 -1.012 -0.013 0.338
C -1.324 0.256 -1.761 -0.799
S -1.399 -1.474 -1.181 0.039
S -3.137 -1.427 0.002 -0.188
H -2.266 0.494 -2.304 0.189
H -0.511 0.253 -2.497 0.202
H -1.193 0.943 -0.849 0.341
H -2.459 -1.391 1.159 0.133
```

=====

(4)
ORCA calculation (ωB97M-V/def2-TZVPD) on C13H12N2O3 in the gas phase.

Output
SMILES: Cc1cccc(C(=O)NNC(=O)c2ccco2)c1
charge: 0
HOMO energy: -9.2597 eV
relative energy (zero: lowest compared OMol25 entry of this formula, charge and spin): 49.74 kcal per mole

```
30
Properties=species:S:1:pos:R:3:nbo_charge:R:1
C 3.598 -1.489 0.068 -0.647
C 2.292 -1.066 0.668 0.080
C 2.183 0.140 1.350 -0.242
C 0.988 0.520 1.933 -0.194
C -0.127 -0.296 1.836 -0.208
C -0.033 -1.498 1.147 -0.126
C -1.239 -2.374 1.003 0.664
O -1.485 -3.345 1.676 -0.571
N -2.041 -2.011 -0.046 -0.454
N -1.848 -0.850 -0.775 -0.454
C -2.311 0.362 -0.331 0.626
O -3.110 0.474 0.572 -0.587
C -1.766 1.498 -1.082 0.134
C -2.042 2.837 -0.965 -0.219
C -1.204 3.494 -1.890 -0.319
C -0.479 2.514 -2.500 0.120
O -0.807 1.306 -2.023 -0.399
C 1.171 -1.880 0.571 -0.230
H 4.215 -1.970 0.828 0.224
H 4.146 -0.631 -0.313 0.216
H 3.445 -2.201 -0.740 0.215
H 3.047 0.785 1.428 0.209
H 0.920 1.457 2.464 0.217
H -1.063 -0.004 2.288 0.234
H -2.952 -2.451 -0.120 0.405
H -1.101 -0.868 -1.459 0.404
H -2.756 3.274 -0.298 0.245
H -1.148 4.546 -2.076 0.235
H 0.274 2.550 -3.262 0.208
H 1.232 -2.823 0.046 0.213
```